# 1
The following is a quantum chemistry calculation of a molecular structure, C6H8 in a non-equilibrium geometry, from the Open Molecules 2025 dataset.

Geometry as XYZ:
```
14
Properties=species:S:1:pos:R:3:nbo_charge:R:1
C -0.9496 -1.1613 -0.3863 -0.0350
C 0.6649 1.0329 -0.5971 -0.4017
C 0.3029 -1.0346 0.4374 -0.4550
H 0.3314 0.8338 -1.5198 0.2230
H 1.2972 1.9440 -0.6890 0.2028
H 1.9978 0.2408 1.0445 0.2395
H 0.2664 2.2032 1.4905 0.2306
C -1.9307 -1.0965 -1.1929 -0.3038
C 1.1072 0.1307 0.5121 -0.2408
H 0.0915 -1.3079 1.3675 0.2234
H 0.7747 -1.9985 -0.1636 0.2305
H -1.1862 0.7866 0.9308 0.2449
H -2.6949 -1.8104 -2.0957 0.2930
C -0.0726 1.2373 0.8617 -0.4514
```

* relative energy (zero: lowest compared OMol25 entry of this formula, charge and spin): 140.9 kcal/mol
* total charge: 0
* LUMO: 0.9 eV

# 2
The following is a quantum chemistry calculation of 2 unconnected molecules or ions with the total composition C3H5F in a non-equilibrium geometry, from the Open Molecules 2025 dataset.

Geometry as XYZ:
```
9
Properties=species:S:1:pos:R:3:nbo_charge:R:1
C -0.4513 0.3121 -0.2606 0.0661
C 0.4108 1.2510 -0.3917 -0.5141
H 0.8664 1.7360 0.5462 0.2424
H -1.1928 -1.6537 -0.0150 0.2359
H 1.2481 -0.6185 0.3685 0.5692
H -2.2400 -0.5570 0.4335 0.2297
H 0.8514 1.5412 -1.3710 0.2428
F 1.7987 -1.3932 0.6702 -0.5926
C -1.2911 -0.6180 0.0198 -0.4795
```

* relative energy (zero: lowest compared OMol25 entry of this formula, charge and spin): 35.9 kcal/mol
* total charge: 0
* LUMO: 0.9 eV
* structure (SMILES): C=C=C.F

# 3
The following is a quantum chemistry calculation of 2 unconnected molecules or ions with the total composition C4H7I in a non-equilibrium geometry, from the Open Molecules 2025 dataset.

Geometry as XYZ:
```
12
Properties=species:S:1:pos:R:3:nbo_charge:R:1
H 0.1709 1.8226 -0.9179 0.2322
C -0.0996 -1.0240 -0.5715 -0.1525
H 0.4859 2.1886 0.8288 0.2244
I 2.6668 0.0756 -0.0304 0.0328
C -0.1333 1.5101 0.0710 -0.6601
H 0.3667 -1.8352 1.3790 0.2390
C -0.2314 -1.0948 0.9348 -0.4755
H -1.7972 -1.1081 -2.1056 -0.0345
C 0.4210 0.1461 0.1739 -0.0973
H 0.4391 -1.6984 -1.2247 0.2214
H -1.1946 1.6516 0.1864 0.2371
H -1.0942 -0.6343 1.2761 0.2329
```

* relative energy (zero: lowest compared OMol25 entry of this formula, charge and spin): 111.3 kcal/mol
* total charge: 0
* LUMO (spin up / spin down): -0.5 / -0.5 eV

# 4
The following is a quantum chemistry calculation of 10 unconnected molecules or ions with the total composition C42H68F12N12O24S12 in a non-equilibrium geometry, from the Open Molecules 2025 dataset.

Geometry as XYZ:
```
170
Properties=species:S:1:pos:R:3:lowdin_charge:R:1
F -1.0368 3.1806 -3.0401 -0.2592
C 6.5544 5.0092 0.3952 -0.0370
C 4.9062 -0.7220 -6.9061 -0.2107
C 3.7965 -2.6650 -4.8885 -0.0552
S -7.4372 -3.4496 1.2639 0.3774
H -8.6191 -0.2306 2.9305 0.1516
C 1.6285 1.0499 -0.5756 -0.2100
C 5.6907 4.0328 0.8706 0.0092
H 5.3940 0.0064 -6.2583 0.1076
F 1.7673 -0.5324 7.2292 -0.2444
F -5.5992 -4.2356 4.3700 -0.2489
S -3.8204 0.7320 -3.6287 0.6128
H 3.9154 -0.9896 -3.0522 0.0832
H 9.2501 6.0799 0.4458 0.0956
C 4.0341 -0.4012 -3.9620 0.0464
C 3.4778 -0.6806 -6.4068 -0.1127
H -8.2815 -2.1903 4.3730 0.0875
C 1.0712 0.2358 0.5512 -0.1310
C -2.5302 5.0881 -0.3914 0.0350
H 9.4352 5.2319 -1.1398 0.0924
H -0.9311 -0.9159 -5.5888 0.0661
O -2.9737 -3.9109 -4.6206 -0.3166
C -4.2525 3.4059 -0.2535 0.0019
H 3.1390 -1.1798 4.7323 0.1137
H -0.3014 -1.3816 2.1760 0.1189
H -2.7837 5.0270 2.2030 0.1253
H 1.8193 -0.7488 3.5618 0.0899
H 1.2732 0.5603 -1.4823 0.0950
O -1.7175 2.2389 -5.0731 -0.3049
C -4.9530 2.3631 1.8748 -0.1110
S -4.2285 -4.3766 -3.9838 0.6180
C 5.3175 -2.7249 -5.3754 -0.1138
C -0.6759 -1.8941 -5.1814 -0.1103
N -6.9999 -0.4865 4.2893 -0.0661
H -2.2574 1.0769 0.0974 0.0806
H -1.9596 5.7448 0.2653 0.0869
F -4.4188 0.0869 -2.3046 -0.1889
O 0.1201 1.1285 7.8583 -0.2663
H 1.2586 0.8153 1.4552 0.1106
H 6.1745 5.9834 0.1248 0.1173
C 6.2071 2.8005 1.3089 -0.1970
F -1.1130 2.5988 4.0121 -0.2218
H 1.6301 -0.6895 0.6902 0.1008
N -4.1997 -5.7348 -2.9353 -0.2618
C 5.5300 -2.0390 -6.7357 -0.2315
C 8.7380 5.6641 -0.4220 -0.0240
O -7.0571 -2.0580 1.0862 -0.3234
H 6.0821 -2.3750 -4.6817 0.1099
H 2.9052 -1.2799 -7.1147 0.1281
C -4.2778 3.3850 2.5199 0.0585
H -3.9292 0.7697 3.8199 0.1132
O 0.5768 -4.3081 0.0005 -0.2472
H 8.1495 6.4747 -0.8517 0.0876
S 3.2885 -3.1552 -0.3734 0.3695
C -2.5898 -2.1988 0.5411 -0.1382
H 3.5312 0.5659 -3.9679 0.1093
O 0.6592 0.6128 5.4142 -0.3376
F -9.0204 -3.3887 0.8085 -0.2337
H 3.6322 1.8378 -1.4604 0.0840
H 7.9598 1.5695 1.4071 0.1120
F 4.4681 -2.0448 -0.3973 -0.2320
C 0.7627 -2.1360 -5.6594 -0.1784
H 5.3763 -2.6245 -7.6421 0.1174
H -5.4789 -0.6205 5.6662 0.1498
O -0.7577 0.7593 -3.2482 -0.3369
O -5.1851 -5.1292 2.1396 -0.2621
H -0.8902 1.4807 -0.9108 0.0595
C -3.4261 4.2727 1.7732 0.0414
H 3.4728 0.1694 -0.8042 0.0471
H -0.8402 1.9777 0.7472 0.0920
H -2.2755 -3.2350 0.6660 0.1251
H -7.4061 1.4747 1.5989 0.1340
C -0.6123 -1.2792 -0.6721 -0.0509
N 7.8614 4.6576 0.1541 -0.1693
C 2.8306 -1.1357 3.6878 0.0297
C -2.4066 -1.0927 1.6495 -0.1479
O 1.3436 6.1469 2.7759 -0.2582
S -1.7358 1.8127 -3.6446 0.4730
C 3.1602 1.2089 -0.7056 -0.0494
O 4.1296 -4.3392 -0.4180 -0.2751
C 7.5529 2.5143 1.0780 -0.0124
C -1.1713 1.1693 0.0953 0.0142
O 2.1762 4.2119 1.4543 -0.2990
C -7.6941 -1.5640 5.0444 0.0216
C 3.6417 1.0862 3.4819 0.0197
F -4.9700 -5.2351 -5.0979 -0.2132
H -4.2569 3.4245 -1.3333 0.1258
O -2.6988 0.4196 6.9498 -0.2866
H -3.1742 -0.3344 1.4952 0.0942
H 0.9301 -3.1456 -5.2841 0.1003
H 5.5825 -3.7474 -5.6445 0.1138
O -2.0883 -4.8620 -1.9810 -0.3430
H -0.7628 -1.8885 -4.0948 0.0797
C -0.9676 -0.6096 1.7907 -0.0780
O 1.0735 2.4068 3.2926 -0.3207
H 4.9409 -0.4460 -7.9600 0.1314
F -2.5823 -2.0159 6.6082 -0.2217
H -7.0899 -2.2770 5.6054 0.1057
C 8.3474 3.4542 0.4332 -0.0794
H -4.3897 3.3835 3.5941 0.1315
H 1.6339 -1.3849 -3.6171 0.1112
H -3.6738 -2.1882 0.4273 0.0905
H 4.6545 -1.6002 2.1234 0.1260
H 3.2764 0.3905 -6.4273 0.1396
C -7.6452 0.1113 3.2485 0.0248
F -3.5008 -6.2321 -0.6747 -0.2133
F 0.4870 5.6004 0.6130 -0.1917
H 9.3919 3.2653 0.2338 0.1193
C -5.0041 0.6720 3.8567 0.0907
O -5.0033 1.3877 -4.2396 -0.3004
N 3.2549 -1.2460 -5.0058 -0.2346
S -5.7594 -3.8976 2.7427 0.6454
O -1.9347 -0.5419 4.7817 -0.2989
C 4.4683 2.0820 2.8771 0.0441
S 0.3293 0.1836 6.8077 0.4152
S 1.6454 -4.1404 1.0141 0.6703
O -7.0482 -4.4583 0.3111 -0.2583
S -3.5484 -5.0107 -1.7808 0.4219
H -0.3590 -0.7850 -1.6100 0.0919
H 0.1022 -2.0432 -0.3657 0.0997
C -5.0047 2.4796 0.4631 0.0527
H 3.5148 1.3358 0.3173 0.0502
N -0.4145 -0.1366 0.4090 -0.1490
C 5.5376 0.4450 1.6603 0.0279
N 2.6822 -2.7922 0.8697 -0.2824
O 2.2916 -5.2822 1.6750 -0.2672
C 1.7030 -1.2266 -4.6933 -0.0557
N -3.4278 4.2467 0.4194 -0.0739
H 1.2325 2.0495 -0.3958 0.1021
O -3.1968 -0.4207 -4.2808 -0.2483
H -2.6011 -0.8255 -1.0968 0.0882
O -5.0401 -2.6331 2.7581 -0.2992
C -5.7883 -0.1415 4.7490 0.0616
H 5.0922 -0.3747 -4.2223 0.0907
H 6.2380 0.0473 0.9407 0.1209
S 1.0344 4.9926 1.9771 0.6051
H -8.3348 -0.9912 5.7148 0.1057
H -2.2700 -2.3564 -1.6498 0.1099
N -7.4758 -3.9396 2.6623 -0.2598
H 1.2846 -0.2242 -4.7835 0.1135
O 0.5531 4.2244 4.8301 -0.2583
F 0.9018 -3.4604 2.3095 -0.2209
N -0.3914 4.2233 2.5213 -0.2717
H -1.4557 -2.4915 -5.6538 0.0684
C 4.6837 -0.5325 2.2834 -0.0064
C -5.6455 1.3071 2.7653 -0.1218
H 6.5921 -1.9043 -6.9402 0.1140
N 3.7086 -0.1469 3.0503 -0.0928
H 4.3793 3.1229 3.1508 0.1340
O 2.5646 -2.7497 -1.5879 -0.3198
H 2.9401 1.2647 4.2834 0.1296
C -2.0344 -1.7096 -0.8047 -0.1608
O -4.1955 -3.8929 -1.2065 -0.2766
H 3.6432 -3.0788 -3.8918 0.1237
H -2.7371 -1.5340 2.5898 0.0889
C 5.4015 1.7756 1.9650 -0.2356
H -0.9476 0.2383 2.4753 0.1077
S -1.8933 -0.5601 6.2406 0.6326
H -1.8471 4.4310 -0.9297 0.0968
O -5.2598 -3.3761 -3.6704 -0.3016
H 3.1433 -3.1330 -5.6251 0.1218
C -6.9602 1.0529 2.4876 0.0259
H -3.1246 5.6992 -1.0706 0.1138
S 0.1986 3.5124 3.6092 0.3658
N -2.9574 1.9662 -2.7704 -0.2694
H 2.7257 -2.1609 3.3326 0.0825
H 0.8618 -2.1054 -6.7444 0.1031
H 4.6285 4.1736 1.0060 0.0975
H -5.6050 1.7491 -0.0588 0.1319
N -0.4343 -1.0041 6.9397 -0.2736
```

* total charge: -1
* spin multiplicity: 2
* LUMO (spin up / spin down): -0.8 / -0.8 eV